[1]
# C5H5NO

The molecule C5H5NO (ωB97M-V/def2-TZVPD, the Open Molecules 2025 dataset).

Atoms and positions in Å:
N: -1.09 0.16 2.74
H: -1.26 0.90 -0.31
C: -0.69 -1.14 -0.47
O: 1.25 0.74 -1.38
C: -0.88 0.17 1.60
H: -1.43 -1.32 -1.27
H: 0.89 1.83 0.28
C: -0.08 -2.29 -0.38
C: 0.88 0.78 -0.03
C: -0.55 0.22 0.17
H: 1.57 0.23 0.62
H: 1.40 -0.18 -1.61

- charge = 0
- largest force on an atom (Eh/bohr) = 0.01442
- HOMO level (eV) = -11.17
- ΔE to the lowest compared entry with this formula, charge and spin (kcal/mol) = 102.9
- lowest unoccupied orbital energy (eV) = -0.99

Here are the natural (NBO) charges for atoms 1 to 8, given in e: number 1, N, carries -0.290; number 2, H, carries 0.267; number 3, C, carries -0.599; number 4, O, carries -0.700; number 5, C, carries 0.277; number 6, H, carries 0.318; number 7, H, carries 0.199; number 8, C, carries 0.270

---

[2]
# C5H5NO

The molecule C5H5NO in a non-equilibrium geometry (ωB97M-V/def2-TZVPD, the Open Molecules 2025 dataset).

Atoms and positions in Å:
H: 1.44 -1.92 1.26
C: 0.83 -1.75 0.32
C: 0.19 -0.45 0.15
C: -1.41 1.16 0.48
O: -0.62 2.72 -1.18
C: 0.54 0.57 -0.65
H: 1.63 -2.06 -0.51
N: -1.04 0.10 0.98
C: -0.41 1.64 -0.60
H: -2.39 1.50 0.79
H: 1.25 0.78 -1.37
H: -0.01 -2.30 0.33

- charge = 0
- largest force on an atom (Eh/bohr) = 0.10869
- HOMO level (eV) = -9.59
- ΔE to the lowest compared entry with this formula, charge and spin (kcal/mol) = 60.9
- lowest unoccupied orbital energy (eV) = -0.89
- SMILES string = CC1=CC(=O)C=N1

Here are the natural (NBO) charges for atoms 1 to 8, given in e: number 1, H, carries 0.251; number 2, C, carries -0.670; number 3, C, carries 0.267; number 4, C, carries 0.016; number 5, O, carries -0.486; number 6, C, carries -0.399; number 7, H, carries 0.241; number 8, N, carries -0.394

---

[3]
# C5H5NO

The molecule C5H5NO in a non-equilibrium geometry (ωB97M-V/def2-TZVPD, the Open Molecules 2025 dataset).

Atoms and positions in Å:
C: 0.76 -0.99 -1.19
C: -0.97 0.94 -0.73
C: 0.16 0.63 0.24
H: -1.65 0.10 -1.00
H: 0.84 1.46 0.40
O: -1.22 2.06 -1.12
H: -1.28 -0.68 1.33
C: -0.25 -0.39 1.23
H: 0.28 -0.25 2.17
H: 1.60 -1.39 0.68
C: 0.72 -0.90 0.23
N: 1.02 -0.71 -2.29

- charge = 0
- largest force on an atom (Eh/bohr) = 0.02993
- HOMO level (eV) = -10.07
- ΔE to the lowest compared entry with this formula, charge and spin (kcal/mol) = 69.3
- lowest unoccupied orbital energy (eV) = 0.44
- SMILES string = N#C[C@@H]1C[C@@H]1C=O

Here are the natural (NBO) charges for atoms 1 to 8, given in e: number 1, C, carries 0.251; number 2, C, carries 0.433; number 3, C, carries -0.254; number 4, H, carries 0.122; number 5, H, carries 0.250; number 6, O, carries -0.489; number 7, H, carries 0.229; number 8, C, carries -0.374

---

[4]
# C5H5NO

A cluster of 3 separate species, C5H5NO in total in a non-equilibrium geometry (ωB97M-V/def2-TZVPD, the Open Molecules 2025 dataset).

Atoms and positions in Å:
C: -0.86 -1.11 -1.67
N: -1.41 -1.05 -2.68
C: -0.18 -1.15 -0.39
H: -0.19 0.59 1.85
C: 0.80 -0.06 0.10
H: -1.32 0.47 0.33
H: 0.34 1.42 1.77
C: -0.60 -0.26 0.73
O: 0.78 2.35 -0.59
H: 1.58 -0.42 0.76
H: 0.27 -2.12 -0.17
C: 0.79 1.33 -0.03

- charge = 0
- largest force on an atom (Eh/bohr) = 0.02123
- HOMO level (alpha / beta) (eV) = -9.02 / -9.02
- ΔE to the lowest compared entry with this formula, charge and spin (kcal/mol) = 160.3
- lowest unoccupied orbital energy (alpha / beta) (eV) = -0.72 / -0.72

Here are the natural (NBO) charges for atoms 1 to 8, given in e: number 1, C, carries 0.259; number 2, N, carries -0.272; number 3, C, carries -0.279; number 4, H, carries 0.165; number 5, C, carries -0.462; number 6, H, carries 0.200; number 7, H, carries -0.170; number 8, C, carries -0.374

---

[5]
# C5H5NO

A structure of composition C5H5NO (ωB97M-V/def2-TZVPD, the Open Molecules 2025 dataset).

Atoms and positions in Å:
C: 1.35 0.05 -0.43
C: -2.82 -0.34 -0.38
H: -3.46 -0.77 0.40
C: 1.24 0.32 1.01
C: 2.58 0.97 0.69
N: -1.66 0.14 -0.17
H: -1.39 0.06 0.81
H: -3.22 -0.34 -1.39
O: 0.53 0.14 1.95
H: 3.56 -0.20 -1.01
C: 2.75 0.08 -0.35
H: 0.67 0.35 -1.23

- charge = 0
- largest force on an atom (Eh/bohr) = 0.01317
- HOMO level (alpha / beta) (eV) = -9.04 / -9.04
- ΔE to the lowest compared entry with this formula, charge and spin (kcal/mol) = 124.6
- lowest unoccupied orbital energy (alpha / beta) (eV) = -0.06 / -0.06

Here are the natural (NBO) charges for atoms 1 to 8, given in e: number 1, C, carries -0.190; number 2, C, carries -0.034; number 3, H, carries 0.149; number 4, C, carries 0.484; number 5, C, carries -0.086; number 6, N, carries -0.630; number 7, H, carries 0.357; number 8, H, carries 0.156

---

[6]
# C5H5NO

The molecule C5H5NO (ωB97M-V/def2-TZVPD, the Open Molecules 2025 dataset).

Atoms and positions in Å:
H: -1.85 -0.93 0.94
H: -1.29 -1.01 -1.83
H: 1.29 -0.92 1.53
H: 1.55 -1.26 -0.26
H: -0.12 2.65 -0.24
C: 1.08 0.84 0.22
C: -1.15 0.74 -0.14
C: -0.13 1.57 -0.10
N: 2.32 0.77 0.41
C: 1.47 -0.51 0.53
O: -1.64 -1.42 -1.03
C: -1.53 -0.53 -0.02

- charge = 0
- largest force on an atom (Eh/bohr) = 0.01208
- HOMO level (eV) = -9.54
- ΔE to the lowest compared entry with this formula, charge and spin (kcal/mol) = 95.8
- lowest unoccupied orbital energy (eV) = 0.21
- SMILES string = OC=C=CC1=NC1

Here are the natural (NBO) charges for atoms 1 to 8, given in e: number 1, H, carries 0.207; number 2, H, carries 0.486; number 3, H, carries 0.180; number 4, H, carries 0.178; number 5, H, carries 0.241; number 6, C, carries 0.205; number 7, C, carries -0.027; number 8, C, carries -0.312

---

[7]
# C5H5NO

A structure of composition C5H5NO in a non-equilibrium geometry (ωB97M-V/def2-TZVPD, the Open Molecules 2025 dataset).

Atoms and positions in Å:
C: 0.69 -0.62 -1.73
H: -2.59 0.03 0.01
C: -0.24 0.77 0.45
C: 1.26 0.59 0.61
C: 0.60 0.27 -0.65
H: -0.27 -1.39 0.81
N: 0.82 -1.40 -2.58
H: -0.79 1.71 0.50
H: 1.79 1.54 0.70
O: -2.07 -0.79 0.12
H: 1.61 -0.20 1.28
C: -0.81 -0.52 0.48

- charge = 0
- largest force on an atom (Eh/bohr) = 0.02143
- HOMO level (eV) = -8.18
- ΔE to the lowest compared entry with this formula, charge and spin (kcal/mol) = 89.3
- lowest unoccupied orbital energy (eV) = 0.42

Here are the natural (NBO) charges for atoms 1 to 8, given in e: number 1, C, carries 0.245; number 2, H, carries 0.490; number 3, C, carries -0.263; number 4, C, carries -0.364; number 5, C, carries -0.244; number 6, H, carries 0.208; number 7, N, carries -0.361; number 8, H, carries 0.229

---

[8]
# C5H5NO

The molecule C5H5NO in a non-equilibrium geometry (ωB97M-V/def2-TZVPD, the Open Molecules 2025 dataset).

Atoms and positions in Å:
C: 0.17 -0.42 -1.04
C: 0.30 0.68 1.24
N: 1.59 1.52 -2.04
H: 0.92 1.02 2.95
H: 0.39 -1.37 -1.51
C: 0.95 0.68 -1.57
H: -1.94 -0.99 -0.74
C: -1.22 -0.20 -0.55
H: -1.60 0.81 -0.55
C: -0.12 -0.50 0.46
H: -0.09 -1.50 0.90
O: 0.64 0.25 2.44

- charge = 0
- largest force on an atom (Eh/bohr) = 0.02160
- HOMO level (eV) = -9.03
- ΔE to the lowest compared entry with this formula, charge and spin (kcal/mol) = 76.9
- lowest unoccupied orbital energy (eV) = 0.68

Here are the natural (NBO) charges for atoms 1 to 8, given in e: number 1, C, carries -0.316; number 2, C, carries 0.251; number 3, N, carries -0.311; number 4, H, carries 0.503; number 5, H, carries 0.262; number 6, C, carries 0.283; number 7, H, carries 0.234; number 8, C, carries -0.357

---

ΔE to the lowest compared entry with this formula, charge and spin of number 7 (C5H5NO)?
89.3 kcal/mol